(1)
ORCA calculation (ωB97M-V/def2-TZVPD) on a 10-piece molecular cluster, C26H64Cl8N3O15P3 overall at a distorted geometry.

## Properties
- LUMO energy (eV) = 0.4
- total energy (hartree) = -7027.90345
- SMILES = COP(=O)(OC)OC.COP(=O)(OC)OC.COP(=O)(OC)OC.CNC(C)=O.CNC(C)=O.CNC(C)=O.ClCCCl.ClCCCl.ClCCCl.ClCCCl
- relative energy (zero: lowest compared OMol25 entry of this formula, charge and spin) (kcal per mole) = 0.0
- HOMO energy (hartree) = -0.3383
- Kohn-Sham gap (eV) = 9.590

```
! wB97M-V def2-TZVPD RIJCOSX def2/J DEFGRID3
* xyz 0 1
C 27.213 13.661 -15.633
O 27.304 13.251 -16.982
P 26.238 12.292 -17.676
O 25.832 11.106 -16.930
O 25.052 13.283 -18.079
C 24.100 13.616 -17.069
O 26.884 12.039 -19.114
C 26.154 11.082 -19.885
H 26.382 13.196 -15.100
H 27.070 14.741 -15.558
H 28.141 13.426 -15.108
H 23.121 13.227 -17.335
H 24.088 14.704 -16.968
H 24.370 13.275 -16.069
H 26.772 10.271 -20.268
H 25.707 11.589 -20.738
H 25.346 10.594 -19.340
C 23.314 20.846 -15.100
O 24.469 20.571 -14.312
P 25.921 20.932 -14.865
O 26.131 20.478 -16.255
O 26.049 22.488 -14.564
C 26.794 23.322 -15.447
O 26.868 20.270 -13.782
C 26.659 18.906 -13.403
H 22.935 21.845 -14.891
H 22.536 20.114 -14.880
H 23.524 20.724 -16.165
H 26.202 24.098 -15.927
H 27.287 22.755 -16.238
H 27.623 23.772 -14.898
H 27.444 18.302 -13.865
H 25.723 18.507 -13.796
H 26.727 18.768 -12.330
C 30.127 23.499 -19.956
O 30.965 22.761 -19.061
P 30.616 22.766 -17.495
O 31.704 22.230 -16.661
O 30.238 24.271 -17.133
C 31.300 25.147 -16.728
O 29.186 22.071 -17.369
C 28.927 20.812 -17.981
H 30.751 24.165 -20.551
H 29.410 24.103 -19.398
H 29.554 22.880 -20.648
H 32.225 24.639 -16.451
H 31.005 25.729 -15.861
H 31.530 25.763 -17.600
H 29.066 20.000 -17.270
H 29.592 20.646 -18.833
H 27.914 20.739 -18.369
C 22.551 19.096 -20.266
N 21.462 20.052 -20.130
C 21.303 20.874 -19.075
C 20.035 21.709 -19.045
O 22.127 20.969 -18.173
H 22.500 18.304 -19.522
H 23.491 19.625 -20.104
H 22.562 18.753 -21.296
H 20.675 19.950 -20.746
H 19.269 21.279 -19.687
H 20.270 22.716 -19.390
H 19.730 21.751 -18.004
C 31.948 18.365 -17.401
N 31.655 19.267 -16.303
C 31.577 18.907 -15.017
C 31.290 20.002 -14.015
O 31.801 17.770 -14.605
H 32.248 17.379 -17.074
H 32.649 18.866 -18.072
H 31.067 18.265 -18.050
H 31.575 20.248 -16.544
H 30.213 20.089 -13.835
H 31.749 20.971 -14.203
H 31.638 19.685 -13.031
C 28.293 17.195 -16.456
N 27.082 17.792 -16.979
C 26.184 17.118 -17.749
C 24.922 17.903 -18.081
O 26.423 16.060 -18.324
H 28.226 17.039 -15.376
H 29.143 17.831 -16.705
H 28.444 16.209 -16.887
H 26.736 18.710 -16.716
H 24.608 18.485 -17.218
H 24.187 17.156 -18.371
H 25.177 18.514 -18.944
Cl 18.264 18.879 -17.649
C 19.497 17.574 -17.545
C 20.580 18.038 -16.584
Cl 21.849 16.802 -16.498
H 19.884 17.442 -18.552
H 19.054 16.638 -17.220
H 20.142 18.138 -15.592
H 21.037 18.983 -16.867
Cl 27.425 15.187 -12.274
C 29.079 15.248 -11.558
C 29.822 16.456 -12.074
Cl 29.301 17.936 -11.278
H 29.563 14.312 -11.838
H 28.996 15.179 -10.476
H 29.670 16.575 -13.142
H 30.881 16.301 -11.868
Cl 24.652 16.331 -22.151
C 25.876 15.213 -21.438
C 26.336 14.191 -22.450
Cl 25.019 13.178 -23.058
H 25.421 14.793 -20.546
H 26.713 15.850 -21.162
H 27.087 13.578 -21.940
H 26.904 14.618 -23.274
Cl 31.921 14.746 -18.069
C 30.588 13.644 -18.499
C 29.455 14.351 -19.208
Cl 30.029 14.703 -20.890
H 30.177 13.339 -17.533
H 31.020 12.782 -18.992
H 29.254 15.304 -18.723
H 28.503 13.834 -19.236
*
```

=====

(2)
ORCA calculation (ωB97M-V/def2-TZVPD) on an isolated ion of composition C7H6NO5P and charge -2 at a distorted geometry.

## Properties
- LUMO energy (eV) = 5.8
- total energy (hartree) = -1042.73372
- relative energy (zero: lowest compared OMol25 entry of this formula, charge and spin) (kcal per mole) = 0.0
- HOMO energy (hartree) = -0.0372
- Kohn-Sham gap (eV) = 6.826

```
! wB97M-V def2-TZVPD RIJCOSX def2/J DEFGRID3
* xyz -2 1
C -0.695 0.444 1.836
C 0.992 1.254 0.309
C -0.863 -0.635 0.974
C 0.862 0.107 -0.412
C 0.249 1.421 1.509
C 0.614 2.672 2.501
C -0.306 -1.900 -1.009
N 0.011 -0.877 -0.133
O 1.535 3.375 2.070
O 0.903 -0.962 -3.056
O -1.209 -2.311 -3.471
O -0.093 2.702 3.533
O -1.396 -0.014 -2.661
P -0.524 -1.192 -2.875
H -1.213 0.550 2.907
H 1.661 2.037 0.037
H -1.373 -1.520 1.189
H 1.361 -0.099 -1.442
H 0.508 -2.517 -1.274
H -1.022 -2.534 -0.534
*
```

=====

(3)
ORCA calculation (ωB97M-V/def2-TZVPD) on CH23CdO14 as an isolated structure at a distorted geometry.

## Properties
- LUMO energy (eV) = -6.1
- total energy (hartree) = -1272.77730
- relative energy (zero: lowest compared OMol25 entry of this formula, charge and spin) (kcal per mole) = 17.8
- HOMO energy (hartree) = -0.4743
- Kohn-Sham gap (eV) = 6.814

```
! wB97M-V def2-TZVPD RIJCOSX def2/J DEFGRID3
* xyz 1 1
Cd -1.434 -1.946 -0.872
C 0.092 0.268 -0.282
O 0.568 -0.829 0.012
O 0.702 1.437 -0.147
O -1.047 0.275 -0.676
H 1.610 1.352 0.125
O 2.390 -1.661 1.475
H 2.722 -0.940 2.000
H 1.880 -1.245 0.788
O -2.009 -2.211 1.404
H -1.276 -2.052 2.026
H -2.599 -2.859 1.825
O 0.021 -1.495 2.982
H 0.606 -1.320 2.211
H 0.448 -2.094 3.585
O -2.111 2.248 1.108
H -1.516 1.841 0.535
H -2.395 1.538 1.700
O 2.503 -0.367 -2.133
H 1.785 -0.562 -1.537
H 2.342 -0.869 -2.882
O -3.643 -1.139 -0.379
H -3.833 -0.960 0.521
H -4.207 -0.579 -0.910
O 1.873 2.435 -2.735
H 1.928 1.597 -2.278
H 0.991 2.714 -2.807
O 0.482 4.134 0.026
H 0.575 4.011 1.003
H 0.486 3.218 -0.254
O 3.180 0.757 0.365
H 3.624 0.301 -0.321
H 3.665 1.606 0.534
O -0.013 -3.618 -0.178
H 0.975 -3.434 -0.264
H -0.082 -4.531 -0.399
O -3.188 1.734 -2.053
H -2.569 1.036 -1.833
H -3.529 2.211 -1.283
*
```

=====

(4)
ORCA calculation (ωB97M-V/def2-TZVPD) on the molecule C19H18BrNO2.

## Properties
- LUMO energy (eV) = 0.6
- total energy (hartree) = -3514.13830
- SMILES = Cc1ccc(C)c(N2C(=O)C[C@@H](Cc3ccc(Br)cc3)C2=O)c1
- HOMO energy (hartree) = -0.3232
- Kohn-Sham gap (eV) = 9.379

```
! wB97M-V def2-TZVPD RIJCOSX def2/J DEFGRID3
* xyz 0 1
C 2.973 -0.908 2.415
C 2.721 -0.191 1.126
C 3.760 0.228 0.306
C 3.503 0.886 -0.882
C 2.207 1.144 -1.306
C 1.945 1.870 -2.589
C 1.168 0.702 -0.488
N -0.190 0.908 -0.873
C -0.745 0.346 -2.008
O -0.181 -0.403 -2.758
C -2.160 0.875 -2.121
C -2.467 1.463 -0.749
C -3.333 0.540 0.141
C -2.540 -0.622 0.673
C -2.028 -0.571 1.965
C -1.237 -1.592 2.459
C -0.947 -2.673 1.644
Br 0.185 -4.059 2.298
C -1.460 -2.758 0.362
C -2.260 -1.735 -0.112
C -1.095 1.613 -0.102
O -0.832 2.208 0.907
C 1.421 0.058 0.711
H 2.681 -1.955 2.326
H 2.386 -0.466 3.218
H 4.024 -0.869 2.685
H 4.782 0.043 0.603
H 4.328 1.213 -1.498
H 1.605 1.169 -3.352
H 2.851 2.353 -2.944
H 1.172 2.627 -2.456
H -2.845 0.091 -2.437
H -2.163 1.644 -2.897
H -2.955 2.438 -0.812
H -3.706 1.129 0.980
H -4.187 0.190 -0.442
H -2.234 0.286 2.589
H -0.839 -1.544 3.462
H -1.234 -3.609 -0.261
H -2.667 -1.817 -1.108
H 0.590 -0.250 1.326
*
```

=====

(5)
ORCA calculation (ωB97M-V/def2-TZVPD) on a 3-piece molecular cluster, C27H44N4O7PS overall at a distorted geometry.

## Properties
- LUMO energy (eV) = -3.3
- total energy (hartree) = -2540.33300
- HOMO energy (hartree) = -0.4041
- Kohn-Sham gap (eV) = 7.669

```
! wB97M-V def2-TZVPD RIJCOSX def2/J DEFGRID3
* xyz 1 1
C 5.991 -0.979 -1.221
C 4.684 -0.668 -1.941
O 3.913 0.237 -1.164
C 2.879 0.855 -1.898
C 1.768 1.258 -0.942
C 0.460 1.554 -1.674
C -0.709 1.752 -0.687
C -1.967 1.006 -1.123
C -3.060 1.042 -0.043
C -4.090 2.162 -0.246
C -5.046 2.042 -1.430
C -6.170 2.869 -1.482
C -7.066 2.809 -2.533
C -6.861 1.921 -3.578
C -5.739 1.113 -3.556
C -4.847 1.169 -2.494
C -4.817 2.321 1.093
N -4.921 0.994 1.793
C -4.876 -0.092 0.982
N -5.887 -0.946 0.936
C -6.038 -2.092 0.037
C -6.005 -1.707 -1.417
N -5.070 -2.135 -2.151
N -3.773 -0.273 0.189
P -2.661 -1.531 0.737
O -3.501 -2.392 1.781
O -2.592 -2.533 -0.490
S -1.028 -0.879 1.448
H 6.833 -0.538 -1.747
H 5.970 -0.574 -0.212
H 6.180 -2.050 -1.188
H 4.888 -0.225 -2.922
H 4.105 -1.582 -2.118
H 2.481 0.163 -2.650
H 3.279 1.736 -2.414
H 2.073 2.143 -0.381
H 1.624 0.428 -0.247
H 0.242 0.710 -2.332
H 0.574 2.456 -2.277
H -0.930 2.819 -0.599
H -0.394 1.408 0.297
H -2.331 1.506 -2.020
H -1.712 -0.016 -1.407
H -2.552 1.301 0.891
H -3.459 3.044 -0.381
H -6.357 3.589 -0.696
H -7.928 3.461 -2.531
H -7.559 1.863 -4.400
H -5.544 0.427 -4.370
H -3.998 0.505 -2.513
H -5.831 2.692 0.986
H -4.283 3.015 1.739
H -5.761 0.980 2.361
H -6.646 -0.780 1.579
H -5.313 -2.876 0.211
H -7.019 -2.514 0.255
H -6.814 -1.087 -1.805
H -5.202 -1.829 -3.114
H -3.757 -3.237 1.389
H -2.975 -2.186 -1.313
O 3.146 -3.871 6.577
C 2.337 -3.602 5.745
O 1.206 -2.903 6.030
C 0.369 -2.810 4.871
C 1.299 -3.018 3.681
C 2.345 -3.963 4.269
H -0.397 -3.587 4.936
H -0.118 -1.837 4.875
H 0.784 -3.401 2.802
H 1.769 -2.071 3.410
H 2.056 -5.012 4.177
H 3.340 -3.829 3.855
O 9.306 -0.571 -1.736
C 9.424 0.282 -0.908
O 8.685 0.295 0.231
C 8.965 1.487 0.987
C 10.338 1.954 0.518
C 10.341 1.490 -0.937
H 8.181 2.217 0.775
H 8.935 1.235 2.044
H 10.492 3.022 0.651
H 11.116 1.428 1.072
H 9.902 2.230 -1.609
H 11.322 1.208 -1.307
*
```

=====

(6)
ORCA calculation (ωB97M-V/def2-TZVPD) on a 2-piece molecular cluster, C14H8F3N4O8S overall at a distorted geometry.

## Properties
- LUMO energy (eV) = 0.1
- total energy (hartree) = -2056.70573
- HOMO energy (hartree) = -0.1262
- Kohn-Sham gap (eV) = 3.485

```
! wB97M-V def2-TZVPD RIJCOSX def2/J DEFGRID3
* xyz -1 1
F 4.140 0.590 2.217
C 3.074 -0.231 2.203
F 3.167 -1.054 1.132
F 3.081 -0.986 3.328
S 1.491 0.800 2.105
C 0.268 -0.432 2.132
C -1.103 -0.121 2.246
C -2.064 -1.187 2.279
C -3.426 -0.915 2.352
C -3.880 0.413 2.391
C -2.959 1.474 2.362
C -1.600 1.220 2.314
O 1.489 1.594 3.317
O 1.544 1.435 0.801
H 0.631 -1.462 2.128
H -1.687 -2.210 2.240
H -4.141 -1.740 2.369
H -4.950 0.625 2.434
H -3.318 2.508 2.376
H -0.890 2.046 2.322
O 1.784 2.530 -4.689
N 2.143 1.406 -4.298
O 3.193 0.853 -4.702
C 1.364 0.640 -3.334
C 1.853 -0.606 -2.936
C 1.113 -1.418 -2.044
N 1.608 -2.721 -1.666
O 2.723 -3.084 -2.094
O 0.895 -3.443 -0.934
C -0.120 -0.999 -1.507
C -0.589 0.240 -1.907
N -1.815 0.871 -1.626
O -2.801 0.526 -0.992
O -1.793 2.081 -2.335
N -0.620 2.229 -3.054
C 0.087 1.098 -2.795
H 2.809 -0.962 -3.315
H -0.702 -1.606 -0.822
*
```

=====

(7)
ORCA calculation (ωB97M-V/def2-TZVPD) on a 2-piece molecular cluster, C3H10NO2P overall at a distorted geometry.

## Properties
- LUMO energy (spin up / spin down) (eV) = -0.3 / 0.8
- total energy (hartree) = -666.77469
- relative energy (zero: lowest compared OMol25 entry of this formula, charge and spin) (kcal per mole) = 139.1
- HOMO energy (spin up / spin down) (hartree) = -0.2809 / -0.2991
- Kohn-Sham gap (spin up / spin down) (eV) = 7.351 / 8.935

```
! wB97M-V def2-TZVPD RIJCOSX def2/J DEFGRID3
* xyz 0 1
C 0.052 1.638 -1.789
C 1.090 1.206 -0.718
C -0.188 -1.550 0.466
N -0.930 -1.595 -0.758
O -0.833 0.962 1.461
O 0.840 -0.495 2.618
P -0.556 -0.435 1.744
H 0.222 1.168 -2.760
H 0.220 2.636 -2.031
H -0.840 1.680 -1.213
H 1.022 1.652 0.256
H 1.637 0.332 -0.866
H 0.501 -2.386 0.556
H -0.541 -1.880 -1.642
H -1.078 -0.605 -0.769
H -1.600 -1.006 2.506
H 0.982 -1.320 2.937
*
```

=====

(8)
ORCA calculation (ωB97M-V/def2-TZVPD) on a 6-piece molecular cluster, C2H14O5 overall at a distorted geometry.

## Properties
- LUMO energy (spin up / spin down) (eV) = 3.0 / 3.0
- total energy (hartree) = -460.70986
- ⟨S²⟩ = 0.7519
- relative energy (zero: lowest compared OMol25 entry of this formula, charge and spin) (kcal per mole) = 19.6
- HOMO energy (spin up / spin down) (hartree) = 0.0429 / -0.1673
- Kohn-Sham gap (spin up / spin down) (eV) = 1.855 / 7.565

```
! wB97M-V def2-TZVPD RIJCOSX def2/J DEFGRID3
* xyz -1 2
C -1.218 -2.093 2.415
C -2.115 -1.120 2.521
H -1.298 -2.926 1.744
H -0.262 -2.062 2.928
H -2.934 -1.156 1.824
H -2.031 -0.446 3.361
H 2.159 -0.440 -2.160
H 1.160 -0.107 -0.936
O 1.349 0.005 -1.895
H 0.074 -0.604 1.224
H 1.551 -0.068 1.357
O 0.920 -0.504 0.759
H 2.616 2.155 -1.493
H 2.767 1.607 -2.849
O 3.241 2.157 -2.232
H -1.246 1.653 0.027
H -0.577 2.389 -1.065
O -0.904 2.536 -0.168
H -0.379 0.007 -1.840
H -1.529 -0.949 -1.887
O -1.344 -0.034 -1.634
*
```